Record 1
The following is a quantum chemistry calculation of the molecule C7H15N at a distorted geometry, from OMol25.

ORCA input file:
```
! RIJCOSX wB97M-V def2-TZVPD def2/J DEFGRID3
* xyz 0 1
C 1.13 -0.53 1.69
C 1.38 -0.53 -0.79
C -1.56 -1.37 -0.98
C 0.42 -0.23 0.36
C -0.94 -0.91 0.32
H -1.01 -1.71 1.06
H 0.46 -0.39 2.54
H 1.46 -1.58 1.70
H 2.00 0.11 1.82
H 1.69 -1.58 -0.76
H 2.27 0.09 -0.71
H 0.95 -0.34 -1.78
H -2.44 -1.99 -0.79
H -0.87 -1.96 -1.60
H -1.90 -0.53 -1.59
C -0.31 1.92 -1.02
C -0.14 1.28 0.35
N 0.16 2.08 1.33
H -0.15 1.76 2.24
H -1.55 0.15 0.67
H -1.00 2.76 -0.93
H -0.70 1.21 -1.76
H 0.65 2.29 -1.38
*
```

**Highest occupied orbital energy**: -0.3046 Eh
**SMILES string**: [H]/N=C(/C)C(C)(C)CC

Löwdin atomic charges, in units of e: C -0.0678; C -0.0530; C -0.1071; C -0.5206; C -0.2022; H 0.1088; H 0.0768; H 0.0864; H 0.0848; H 0.0901; H 0.0919; H 0.0716; H 0.0750; H 0.0748; H 0.0628; C -0.0452; C -0.3853; N 0.1058; H 0.0509; H 0.1746; H 0.0801; H 0.0563; H 0.0903

Record 2
The following is a quantum chemistry calculation of the molecule C7H15N at a distorted geometry, from OMol25.

ORCA input file:
```
! RIJCOSX wB97M-V def2-TZVPD def2/J DEFGRID3
* xyz 0 1
C -1.00 1.53 0.94
C -1.00 1.39 -0.60
C -0.72 0.04 -1.25
C 0.43 -0.92 -0.85
C 0.44 -1.31 0.62
C 1.78 -1.72 1.16
C 2.98 -1.45 0.73
N -2.27 1.88 -1.18
H -0.04 1.28 1.34
H -1.27 2.53 1.22
H -1.59 0.73 1.40
H -0.26 2.12 -0.90
H -1.67 -0.50 -1.25
H -0.58 0.30 -2.30
H 0.29 -1.75 -1.51
H 1.35 -0.39 -1.07
H 0.00 -0.54 1.26
H -0.18 -2.18 0.80
H 1.74 -2.54 1.89
H 3.83 -1.93 1.19
H 3.18 -0.78 -0.07
H -3.05 1.39 -0.74
H -2.40 2.84 -0.85
*
```

**Highest occupied orbital energy**: -0.3469 Eh
**SMILES string**: C=CCCC[C@H](C)N

Löwdin atomic charges, in units of e: C -0.0731; C -0.4411; C -0.1751; C -0.1745; C -0.2091; C -0.1876; C -0.0063; N 0.0155; H 0.0516; H 0.0706; H 0.0788; H 0.1243; H 0.1110; H 0.1109; H 0.1101; H 0.0922; H 0.0715; H 0.1102; H 0.0967; H 0.0520; H 0.0419; H 0.0633; H 0.0663

Record 3
The following is a quantum chemistry calculation of a cluster of 2 separate species, C7H15N in total at a distorted geometry, from OMol25.

ORCA input file:
```
! RIJCOSX wB97M-V def2-TZVPD def2/J DEFGRID3
* xyz 0 1
C -1.22 -0.52 -0.08
C -0.85 -0.45 -1.53
C -0.78 -1.57 0.70
C 0.68 1.32 0.98
C -2.35 0.36 0.34
H -3.27 0.07 -0.20
H -0.69 0.58 -1.84
H 0.06 -1.01 -1.74
H -1.66 -0.85 -2.15
H -1.30 -1.76 1.64
H 0.90 -1.38 0.99
H -0.46 -2.48 0.21
H 0.11 1.97 0.31
H 0.14 0.86 1.80
H 1.41 1.97 1.46
H -2.17 1.40 0.05
H -2.54 0.30 1.40
N 2.49 1.09 -0.75
C 1.88 0.34 0.24
C 2.00 -0.90 0.57
H 3.05 0.56 -1.39
H 1.91 1.76 -1.23
H 2.66 -1.67 0.22
*
```

**Highest occupied orbital energy**: -0.2930 Eh
**SMILES string**: C=C(C)C.C=C(C)N

Löwdin atomic charges, in units of e: C -0.4321; C -0.0685; C -0.0531; C -0.0269; C -0.0830; H 0.0897; H 0.0749; H 0.0764; H 0.0858; H 0.0759; H 0.0695; H 0.0804; H 0.0521; H 0.0601; H 0.0568; H 0.0667; H 0.0797; N 0.0611; C -0.4411; C -0.0282; H 0.0864; H 0.0774; H 0.0402

| no. | electronic energy (Ha) | gap between HOMO and LUMO (eV) |
| --- | --- | --- |
| 1 | -330.3810 | 9.1 |
| 2 | -330.4206 | 10.5 |
| 3 | -330.3411 | 8.9 |